Formula: C5H13N2O
Source: the OMol25 dataset
Level of theory: wB97M-V/def2-TZVPD

Geometry as ORCA input:
```
! RIJCOSX wB97M-V def2-TZVPD def2/J DEFGRID3
* xyz 1 1
C 0.55667 0.26761 -0.18206
C -2.52586 -0.37869 0.93755
C 1.00164 -2.19245 -0.42206
C 1.97672 2.17401 0.22872
C -2.07302 -0.04076 -0.43198
N 1.33225 -0.75028 -0.19042
N 0.76515 1.49291 -0.15931
O -2.41149 1.14516 -0.80700
H -2.24078 -1.31856 1.16174
H -3.58652 -0.36181 0.94698
H -2.28042 0.29163 1.75169
H 1.06335 -2.40277 -1.50444
H 1.52847 -2.81550 0.23502
H 0.02954 -2.41424 0.05023
H 2.41845 2.68126 -0.60818
H 2.81116 1.44530 0.58317
H 1.89773 2.75704 1.06869
H -1.86187 -0.76211 -1.21643
H 2.34918 -0.73926 0.23346
H -0.14894 1.92336 -0.16114
H -2.31435 1.47994 -1.71529
*
```

Values from the calculation:
Energy relative to the best compared isomer or geometry (same formula, charge and spin) in kJ/mol: 455.1
Molecular weight in g/mol: 117.172
E_tot in eV: -10413.4788
Kohn-Sham gap in eV: 8.336
HOMO energy in eV: -12.28
Lowest unoccupied orbital energy in eV: -3.95